{"formula": "C5H14NO", "method": "wB97M-V/def2-TZVPD", "species": ["C", "C", "C", "C", "C", "N", "H", "H", "H", "H", "H", "H", "H", "H", "H", "H", "H", "H", "H", "H", "O"], "xyz": [[-2.535785, -0.242691, -0.139713], [-2.204633, -1.638943, -0.664185], [-0.636232, -2.105952, -0.791281], [0.101386, -1.293028, 0.183689], [0.982715, -0.277766, -0.104155], [1.550432, 0.622436, 0.932457], [-2.112906, 0.486332, -0.843690], [-2.131560, -0.027787, 0.845927], [-3.635310, -0.247849, -0.152485], [-2.621789, -1.806452, -1.655747], [-2.714866, -2.413606, -0.077443], [-0.212798, -1.877886, -1.766420], [-0.583898, -3.163588, -0.493953], [0.120400, -1.670446, 1.210555], [1.059142, 0.164483, -1.097356], [2.470339, 0.316157, 1.274870], [0.811161, 0.652347, 1.647937], [1.523842, 1.600592, 0.577444], [2.965092, 3.947964, 0.841701], [2.010020, 4.284699, -0.292490], [2.250942, 3.590172, 0.306221]], "atomic_forces_ev_per_a": [[0.631, -0.521, -1.065], [-1.735, -0.495, 0.582], [2.196, 1.492, 0.824], [-0.005, -2.658, 0.414], [-0.288, 2.004, -1.045], [-1.877, -0.682, -0.628], [-0.525, 0.148, 0.171], [-0.327, -0.143, 0.251], [0.314, 0.534, 0.150], [0.484, 0.225, -0.398], [0.575, 0.143, 0.307], [-0.555, -0.240, -0.405], [-0.358, 0.178, -0.166], [-0.480, 0.343, 0.099], [0.287, -0.396, -0.033], [0.032, 0.337, 0.225], [0.733, -0.154, 0.810], [1.099, 0.446, -0.179], [0.097, 0.107, 0.064], [-0.262, 0.629, -0.565], [-0.037, -1.298, 0.584]], "mulliken_spin": [0.02, 0.15, 0.14, 0.15, 0.44, 0.00, -0.01, 0.00, 0.01, 0.01, 0.00, 0.00, 0.03, 0.00, 0.01, 0.02, 0.01, 0.01, 0.00, 0.00, 0.00], "total_charge": 2, "de_lowest_kcal_mol": 47.9, "multiplicity": 2, "energy_ha": -328.11119, "gap_ev": [9.5059, 5.1252], "homo_ev": [-18.80, -18.80]}